[1]
The following is a DFT calculation (ωB97M-V/def2-TZVPD) of 2 unconnected molecules or ions with the total composition C17H27O2Si in a non-equilibrium geometry.

Summary:
Kohn-Sham gap	5.3	eV
HOMO level	-10.81	eV
relative energy (zero: lowest compared OMol25 entry of this formula, charge and spin)	0.0	kcal per mole
lowest unoccupied orbital energy	-0.202	Ha
total charge	+1

```
47
C17H27O2Si, DFT ωB97M-V/def2-TZVPD
C -3.3862 -1.6755 2.8776
O -2.0890 -1.0589 2.9845
C -1.9488 0.2269 2.8438
C -0.6916 0.8353 3.1061
C -0.5705 2.2191 2.8378
C 0.6433 2.8543 3.0443
C 1.7486 2.1244 3.5142
C 1.6339 0.7487 3.7788
C 0.4268 0.0929 3.5905
H -3.2262 -2.7125 3.1790
H -4.1138 -1.1903 3.5415
H -3.7419 -1.6307 1.8389
H -2.8133 0.8312 2.5316
H -1.4577 2.7377 2.4752
H 0.7401 3.9225 2.8419
H 2.7018 2.6305 3.6737
H 2.5044 0.1947 4.1410
H 0.3043 -0.9704 3.8018
C 1.2867 2.3707 -3.8061
Si 1.4021 1.4223 -2.2056
C 2.5412 -0.0528 -2.3497
C 1.8638 2.5211 -0.7747
O -0.1699 0.8789 -1.8686
C -0.4829 -0.4424 -1.7089
C -0.6228 -0.9643 -0.4584
C -0.8045 -2.4143 -0.2205
C -1.2552 -3.1880 -1.4688
C -0.4966 -2.7393 -2.7150
C -0.6899 -1.2497 -2.9742
H 2.2792 2.7472 -4.0919
H 0.9106 1.7539 -4.6327
H 0.6149 3.2337 -3.7054
H 3.5577 0.3197 -2.5408
H 2.5739 -0.6414 -1.4227
H 2.2781 -0.7334 -3.1709
H 2.8827 2.9083 -0.9219
H 1.1803 3.3783 -0.7053
H 1.8331 1.9982 0.1904
H -0.5033 -0.3176 0.4153
H 0.1432 -2.8572 0.1328
H -1.5211 -2.5711 0.5988
H -1.1192 -4.2644 -1.3102
H -2.3270 -3.0189 -1.6241
H 0.5711 -2.9566 -2.5895
H -0.8412 -3.3119 -3.5826
H -1.7284 -1.0757 -3.3094
H -0.0209 -0.9129 -3.7818
```

Calculated atomic charges, method Mulliken, unit e: -0.751 -0.234 -0.171 0.833 -0.322 -0.701 -0.325 -0.609 -0.253 0.289 0.375 0.355 0.380 0.361 0.427 0.423 0.414 0.464 -0.974 0.179 -0.964 -0.834 -0.581 0.606 -0.263 -0.436 -0.919 -0.724 -0.404 0.336 0.298 0.295 0.438 0.310 0.304 0.389 0.309 0.055 0.375 0.321 0.062 0.377 0.329 0.251 0.373 0.335 0.204

=====

[2]
The following is a DFT calculation (ωB97M-V/def2-TZVPD) of a molecular structure, C24H51AsN6OSSnTe.

Summary:
Kohn-Sham gap	7.7	eV
HOMO level	-12.32	eV
relative energy (zero: lowest compared OMol25 entry of this formula, charge and spin)	0.0	kcal per mole
lowest unoccupied orbital energy	-0.171	Ha
total charge	+2

```
86
C24H51AsN6OSSnTe, DFT ωB97M-V/def2-TZVPD
Sn -0.5565 -0.6353 1.1480
C -3.6918 0.0444 0.4278
C -3.9161 -1.3861 0.9633
N -2.7901 -1.9405 1.7553
C -3.0381 -2.0129 3.2111
C -1.8762 -1.4553 4.0311
N -1.2590 -0.2418 3.4404
C -2.0137 1.0235 3.5731
C -3.1874 1.1328 2.6119
N -2.7449 0.8275 1.2442
H -4.6634 0.5387 0.3574
H -3.2743 -0.0049 -0.5758
H -4.0927 -2.0301 0.1044
H -4.8267 -1.4177 1.5607
H -2.5947 -2.8730 1.4168
H -3.2043 -3.0438 3.5248
H -3.9538 -1.4765 3.4480
H -1.0896 -2.2118 4.0863
H -2.2169 -1.2652 5.0522
H -0.3754 -0.0885 3.9195
H -1.3055 1.8191 3.3408
H -2.3559 1.1662 4.6026
H -3.6067 2.1374 2.6897
H -3.9858 0.4500 2.8929
H -2.5504 1.6884 0.7485
C 1.3590 0.6151 -2.0503
O 0.1163 0.1905 -1.4782
H 1.9923 -0.2361 -2.3278
H 1.8788 1.2024 -1.2904
H 1.2064 1.2314 -2.9409
C 1.5804 -3.1715 -0.2333
N 2.5769 -3.0010 0.8203
C 3.9421 -2.7668 0.3423
C 2.1754 -2.6075 2.0501
N 0.9387 -2.1606 2.2023
N 3.0503 -2.7103 3.0793
C 4.0734 -3.7573 3.1460
C 2.8155 -1.9919 4.3243
H 1.9813 -3.8435 -0.9888
H 1.3308 -2.2202 -0.7168
H 0.6722 -3.6064 0.1738
H 3.8995 -2.1447 -0.5537
H 4.4448 -3.6998 0.0873
H 4.5261 -2.2384 1.0904
H 0.7200 -2.1110 3.1912
H 3.9578 -4.4566 2.3245
H 3.9513 -4.3099 4.0783
H 5.0796 -3.3375 3.1256
H 2.4122 -1.0006 4.1230
H 3.7680 -1.8681 4.8368
H 2.1436 -2.5392 4.9960
C 2.3328 3.9664 3.5068
As 1.6265 3.1959 1.9020
C -0.0141 4.1252 1.5405
C 2.8162 3.6807 0.4819
S 1.4939 1.0888 2.1445
H 2.3796 5.0498 3.4029
H 3.3281 3.5663 3.6759
H 1.6868 3.6991 4.3380
H 0.2473 5.1213 1.1870
H -0.5990 4.2087 2.4525
H -0.5774 3.6032 0.7718
H 2.9733 4.7580 0.5129
H 2.3762 3.3996 -0.4712
H 3.7609 3.1626 0.6188
C -1.2931 2.0826 -8.1407
C -1.1302 1.3871 -6.8154
C -0.3446 0.2487 -6.6925
C -0.2008 -0.4281 -5.4848
C 0.6874 -1.6515 -5.4557
C -0.8963 0.0721 -4.3689
Te -0.9509 -1.0690 -2.6192
C -1.6733 1.2436 -4.4525
C -2.4079 1.8424 -3.2746
C -1.7680 1.8797 -5.6799
H -0.7179 1.5919 -8.9240
H -0.9689 3.1232 -8.0765
H -2.3427 2.0888 -8.4411
H 0.1752 -0.1302 -7.5662
H 1.3343 -1.6621 -6.3314
H 0.1032 -2.5737 -5.4669
H 1.3145 -1.6714 -4.5671
H -1.9364 1.5869 -2.3261
H -3.4435 1.4927 -3.2475
H -2.4308 2.9296 -3.3611
H -2.3632 2.7858 -5.7581
```

Calculated atomic charges, method Mulliken, unit e: 0.897 -0.121 -0.958 -0.369 -0.822 -0.690 -0.053 -0.472 -0.775 -0.137 0.522 -0.208 0.481 0.324 0.376 0.581 0.286 0.239 0.456 0.265 -0.028 0.445 0.586 0.201 0.191 -0.682 0.034 0.243 0.018 0.328 -0.825 0.100 -1.158 0.655 -0.240 0.139 -1.229 -1.008 0.424 0.026 0.355 0.355 0.330 0.418 -0.245 0.385 0.429 0.367 0.251 0.382 0.337 -1.112 0.533 -1.039 -1.068 -0.350 0.432 0.373 0.362 0.479 0.377 0.213 0.446 0.347 0.379 -1.475 0.543 -0.878 0.658 -1.521 -0.056 0.586 0.973 -1.323 -0.808 0.360 0.356 0.344 0.321 0.396 0.318 0.263 -0.031 0.325 0.441 0.433

=====

[3]
The following is a DFT calculation (ωB97M-V/def2-TZVPD) of a single C17H29N5O7 molecule.

Summary:
Kohn-Sham gap	9.3	eV
structure (SMILES)	COCCOCC(=O)NC[C@@]1(OC)CCN(C(=O)CCCn2c(O)nnc2O)C1
HOMO level	-8.79	eV
relative energy (zero: lowest compared OMol25 entry of this formula, charge and spin)	8.1	kcal per mole
lowest unoccupied orbital energy	0.020	Ha

```
58
C17H29N5O7, DFT ωB97M-V/def2-TZVPD
C 2.5249 -3.6834 -1.6035
O 1.1677 -3.7359 -1.2213
C 0.3972 -2.7406 -1.8525
C -0.9960 -2.7835 -1.2856
O -0.9117 -2.5575 0.1157
C -2.1913 -2.3944 0.7111
C -2.7364 -0.9838 0.5016
O -3.9284 -0.7625 0.3808
N -1.7721 -0.0388 0.4622
C -2.0032 1.3390 0.1136
C -1.5968 1.6676 -1.3334
O -2.2934 0.8812 -2.2761
C -3.6996 1.0818 -2.3291
C -1.6905 3.1903 -1.5718
C -0.2617 3.7382 -1.3567
N 0.5389 2.5644 -1.0108
C 1.4418 2.6046 0.0056
O 1.7939 3.6554 0.5135
C 1.9579 1.2630 0.5014
C 2.9835 1.4051 1.6145
C 3.2879 0.0651 2.2809
N 2.0807 -0.5380 2.8338
C 1.2412 -1.4437 2.2411
O 1.6455 -2.1057 1.1591
N 0.1008 -1.5250 2.8470
N 0.1516 -0.6137 3.9132
C 1.3135 -0.0616 3.8588
O 1.8126 0.8753 4.6763
C -0.1089 1.3893 -1.5549
H 3.0433 -4.4779 -1.0725
H 2.6376 -3.8364 -2.6826
H 2.9711 -2.7203 -1.3309
H 0.8430 -1.7514 -1.6728
H 0.3584 -2.9014 -2.9378
H -1.6013 -2.0024 -1.7625
H -1.4582 -3.7582 -1.4730
H -2.9131 -3.1027 0.3004
H -2.0662 -2.5646 1.7798
H -0.8424 -0.3607 0.6772
H -3.0622 1.5510 0.2604
H -1.4456 1.9906 0.7922
H -4.0537 0.5278 -3.1956
H -4.1966 0.6985 -1.4366
H -3.9454 2.1390 -2.4680
H -2.0266 3.3693 -2.5929
H -2.4061 3.6619 -0.8976
H 0.1215 4.2014 -2.2682
H -0.1817 4.4684 -0.5554
H 1.0902 0.7118 0.8793
H 2.3563 0.6724 -0.3277
H 3.9088 1.8317 1.2245
H 2.6127 2.1069 2.3614
H 3.6986 -0.6544 1.5729
H 4.0066 0.1923 3.0892
H 0.8762 -2.5927 0.7941
H 1.1291 1.0709 5.3312
H 0.2282 0.4669 -1.0911
H 0.0680 1.3100 -2.6322
```

Calculated atomic charges, method Mulliken, unit e: -0.702 -0.377 -0.411 -0.520 -0.303 -0.857 0.746 -0.708 0.613 -2.194 2.279 -0.462 -0.794 -1.094 -0.943 0.080 0.535 -0.714 0.654 -0.757 -1.021 0.291 -0.045 -0.465 0.142 -0.971 0.594 -0.498 -0.443 0.250 0.338 0.232 0.114 0.534 0.295 0.430 0.422 0.417 -0.195 0.454 0.500 0.310 0.273 0.332 0.527 0.336 0.341 0.384 -0.510 0.366 0.440 0.361 0.425 0.376 0.651 0.381 -0.803 0.363

=====

[4]
The following is a DFT calculation (ωB97M-V/def2-TZVPD) of 10 unconnected molecules or ions with the total composition C27H33N11O4 in a non-equilibrium geometry.

Summary:
Kohn-Sham gap	7.8	eV
structure (SMILES)	C#CC(=O)O[C@@H](ON=O)c1cccnc1.CC#N.CC#N.CC#N.CC#N.CC#N.CC#N.CC#N.CC#N.CC#N
HOMO level	-9.44	eV
relative energy (zero: lowest compared OMol25 entry of this formula, charge and spin)	415.8	kcal per mole
lowest unoccupied orbital energy	-0.059	Ha

```
75
C27H33N11O4, DFT ωB97M-V/def2-TZVPD
C 1.7740 1.8306 -0.0951
C 0.6267 1.6636 -0.9280
C -0.3033 1.4331 -2.2904
O -0.5785 2.4997 -3.0825
O -0.8214 0.1341 -2.7460
C -1.9724 -0.3228 -1.9527
O -1.5891 -1.2065 -0.8030
N -2.6716 -2.0060 -0.5536
O -2.4889 -3.1256 -1.0306
C -2.9928 0.8600 -1.4569
C -3.7711 1.8276 -2.5749
C -4.8203 2.9601 -1.9696
C -4.9934 3.0012 -0.3408
N -4.2885 2.1637 0.6878
C -3.3452 1.1423 0.1182
H 2.7718 2.1377 0.4836
H -2.6081 -1.0315 -2.6729
H -3.6133 1.7218 -3.7303
H -5.4612 3.6948 -2.6536
H -5.7792 3.7986 0.0756
H -2.7949 0.4342 0.9070
C -1.1761 -4.2177 1.5873
C -0.3254 -4.4171 2.8310
N 0.3803 -4.5825 3.8629
H -0.7770 -3.3926 0.9910
H -1.1717 -5.1288 0.9826
H -2.2056 -3.9850 1.8731
C 3.3643 3.6649 3.8306
C 3.2394 2.2738 3.2309
N 3.1359 1.1197 2.7334
H 2.6864 4.3536 3.3190
H 3.1085 3.6370 4.8934
H 4.3900 4.0275 3.7206
C 4.2294 -1.5201 -1.2453
C 5.0642 -0.3232 -0.8200
N 5.7568 0.6698 -0.4672
H 3.2008 -1.2060 -1.4426
H 4.6473 -1.9622 -2.1539
H 4.2259 -2.2728 -0.4522
C -3.8247 5.9775 -4.7849
C -4.8406 4.8667 -4.9955
N -5.6835 3.9452 -5.1702
H -3.2056 5.7558 -3.9113
H -3.1810 6.0657 -5.6645
H -4.3400 6.9284 -4.6241
C 1.5294 -6.1878 -0.9268
C 2.3642 -4.9909 -0.5016
N 3.0568 -3.9979 -0.1487
H 0.5008 -5.8737 -1.1242
H 1.9473 -6.6299 -1.8354
H 1.5259 -6.9405 -0.1337
C 0.2114 -7.1991 5.6859
C -0.3349 -7.9588 6.8838
N -0.7880 -8.5891 7.8776
H -0.0497 -7.7224 4.7620
H -0.2142 -6.1923 5.6574
H 1.2999 -7.1237 5.7571
C 3.5114 7.8483 2.7491
C 2.9651 7.0886 3.9470
N 2.5120 6.4583 4.9407
H 3.2503 7.3249 1.8251
H 3.0858 8.8551 2.7205
H 4.5999 7.9237 2.8202
C -4.2535 6.6727 -0.4408
C -3.1810 7.0711 -1.4415
N -2.2912 7.4015 -2.2718
H -3.7902 6.3802 0.5055
H -4.9278 7.5148 -0.2620
H -4.8317 5.8300 -0.8297
C 4.4114 -8.2101 -3.3733
C 3.8651 -8.9698 -2.1754
N 3.4120 -9.6001 -1.1816
H 4.1503 -8.7334 -4.2972
H 3.9858 -7.2033 -3.4018
H 5.4999 -8.1347 -3.3021
```

Calculated atomic charges, method Mulliken, unit e: -0.099 -0.354 0.704 -0.466 -0.290 -0.037 0.051 0.000 -0.268 0.279 -0.212 -0.210 -0.298 -0.494 -0.235 0.275 0.331 0.336 0.294 0.348 0.246 -0.452 0.242 -0.505 0.084 0.250 0.391 -0.711 0.363 -0.481 0.191 0.345 0.301 -0.454 0.309 -0.501 0.134 0.326 0.288 -0.579 0.404 -0.492 0.063 0.333 0.290 -0.522 0.407 -0.584 0.204 0.101 0.271 -0.604 0.272 -0.421 0.252 0.216 0.281 -0.748 0.426 -0.472 0.270 0.300 0.269 -0.395 0.387 -0.501 0.279 0.316 -0.080 -0.688 0.356 -0.434 0.265 0.264 0.275